{
  "formula": "C28H49ClO9S",
  "method": "wB97M-V/def2-TZVPD",
  "smiles": "CCSCC1=C(CCCCl)C(=O)OC1=O.CC(C)=O.CC(C)=O.CC(C)=O.CC(C)=O.CC(C)=O.CC(C)=O",
  "e_homo_ha": -0.3271,
  "gap_ev": 7.94,
  "total_charge": 0,
  "species": ["C", "C", "S", "C", "C", "C", "C", "C", "C", "Cl", "C", "O", "O", "C", "O", "H", "H", "H", "H", "H", "H", "H", "H", "H", "H", "H", "H", "H", "C", "C", "C", "O", "H", "H", "H", "H", "H", "H", "C", "C", "C", "O", "H", "H", "H", "H", "H", "H", "C", "C", "C", "O", "H", "H", "H", "H", "H", "H", "C", "C", "C", "O", "H", "H", "H", "H", "H", "H", "C", "C", "C", "O", "H", "H", "H", "H", "H", "H", "C", "C", "C", "O", "H", "H", "H", "H", "H", "H"],
  "xyz": [[-2.10459, 3.11100, 0.80518], [-1.52571, 2.15365, 1.85037], [0.28499, 2.34119, 1.87703], [0.83292, 0.61133, 1.83278], [1.29331, 0.12428, 0.50158], [2.35649, 0.46309, -0.24473], [3.47439, 1.43667, -0.07446], [3.10690, 2.93097, -0.20443], [2.04867, 3.25334, -1.26640], [2.64161, 4.45737, -2.46153], [2.31320, -0.39482, -1.46739], [2.92691, -0.30253, -2.48442], [1.33679, -1.37451, -1.28319], [0.55248, -0.93260, -0.23967], [-0.56117, -1.32306, -0.04141], [-1.81472, 2.78346, -0.19667], [-1.67419, 4.10575, 0.94961], [-3.19177, 3.15948, 0.88448], [-1.79451, 1.11996, 1.63684], [-1.92061, 2.40202, 2.83469], [-0.03884, 0.01626, 2.11491], [1.60855, 0.43906, 2.58315], [3.93751, 1.28252, 0.90245], [4.24186, 1.20244, -0.81324], [4.02673, 3.44906, -0.48746], [2.81924, 3.36271, 0.75648], [1.74573, 2.39028, -1.85604], [1.16431, 3.68647, -0.80204], [-6.06653, 0.03647, 3.65033], [-4.57752, 0.18359, 3.81659], [-3.85975, -0.94029, 4.52529], [-3.97618, 1.14928, 3.39999], [-6.47207, 0.89808, 3.12784], [-6.28807, -0.86640, 3.07931], [-6.54934, -0.04615, 4.62434], [-4.00744, -1.87656, 3.98376], [-4.25653, -1.05893, 5.53468], [-2.79599, -0.71888, 4.58125], [7.53523, -1.59578, 1.87190], [6.55777, -0.95197, 0.92053], [6.38096, -1.61448, -0.42510], [5.94565, 0.04752, 1.21913], [7.57212, -1.02703, 2.79767], [7.22748, -2.62014, 2.08803], [8.52988, -1.62132, 1.42435], [6.03030, -2.63960, -0.29429], [7.33357, -1.64169, -0.95614], [5.65711, -1.06026, -1.01961], [8.17623, 3.71763, -3.28064], [7.34767, 4.41698, -2.22766], [6.00983, 4.95677, -2.66867], [7.73851, 4.52961, -1.08955], [9.10968, 3.37363, -2.84146], [7.62810, 2.86334, -3.68165], [8.39426, 4.40292, -4.10124], [5.38864, 4.14552, -3.04406], [6.14827, 5.68860, -3.46697], [5.51210, 5.43213, -1.82825], [2.15309, -2.50152, -4.88874], [1.31796, -2.28944, -6.12634], [0.31230, -1.16308, -6.07177], [1.44334, -2.97873, -7.11109], [2.83352, -3.33529, -5.04842], [2.72697, -1.60327, -4.66411], [1.50879, -2.71903, -4.03533], [0.82242, -0.21580, -5.88912], [-0.39693, -1.33474, -5.26024], [-0.22557, -1.10751, -7.01523], [-3.25228, -3.39606, 0.00857], [-3.54228, -4.17700, 1.26453], [-2.47490, -5.14561, 1.71729], [-4.57031, -4.03504, 1.88622], [-4.09126, -2.73883, -0.20955], [-2.35532, -2.79196, 0.14515], [-3.09914, -4.07516, -0.83182], [-1.54204, -4.61104, 1.90411], [-2.29488, -5.89248, 0.94255], [-2.79550, -5.64315, 2.62962], [-10.68528, -0.00029, 1.43703], [-9.82922, -0.62667, 2.51088], [-9.88862, -2.13004, 2.63571], [-9.12917, 0.04204, 3.23429], [-10.55398, 1.07890, 1.44914], [-10.40027, -0.38809, 0.45776], [-11.73596, -0.23831, 1.61006], [-9.57402, -2.59631, 1.70070], [-10.90965, -2.44746, 2.85318], [-9.23222, -2.45643, 3.43879]],
  "forces_ev_per_angstrom": [[0.34, -0.23, 0.05], [-0.27, 0.47, -0.11], [0.14, -0.08, 0.01], [-0.36, -0.35, -0.02], [0.59, 0.25, -0.12], [-0.06, -0.19, 0.03], [-0.11, 0.29, 0.20], [0.25, 0.17, -0.27], [-0.08, 0.08, 0.22], [-0.18, 0.01, 0.00], [0.00, -0.04, -0.04], [0.05, -0.15, 0.35], [-0.35, 0.36, -0.39], [-0.41, 0.06, 0.29], [0.55, -0.18, -0.04], [-0.14, 0.03, 0.02], [-0.23, 0.02, 0.00], [0.07, 0.03, -0.01], [0.09, 0.03, -0.01], [0.10, -0.13, -0.05], [0.18, -0.02, 0.12], [0.00, 0.16, -0.09], [-0.02, -0.05, -0.09], [-0.10, -0.07, 0.01], [-0.04, -0.06, 0.11], [-0.16, -0.19, -0.08], [0.06, -0.01, 0.06], [0.02, -0.07, -0.13], [0.14, 0.18, -0.09], [-0.04, -0.06, -0.01], [0.14, 0.09, -0.05], [-0.03, -0.01, 0.01], [-0.01, 0.01, 0.01], [-0.03, -0.07, 0.10], [-0.04, -0.11, -0.02], [-0.10, -0.04, 0.05], [-0.06, -0.08, -0.02], [0.00, 0.02, 0.01], [-0.06, 0.14, 0.10], [0.03, -0.02, -0.03], [-0.12, 0.15, 0.00], [0.02, -0.08, 0.04], [0.00, 0.00, -0.01], [0.06, -0.04, -0.06], [-0.01, -0.09, -0.03], [0.09, -0.04, -0.02], [0.02, -0.09, 0.02], [0.01, 0.00, 0.00], [0.10, -0.01, 0.14], [0.01, 0.01, -0.01], [0.22, 0.07, 0.18], [-0.01, -0.01, 0.00], [-0.01, 0.01, 0.00], [-0.03, 0.05, -0.08], [-0.07, -0.04, -0.06], [-0.02, 0.01, -0.12], [-0.04, -0.07, -0.07], [-0.02, 0.00, 0.00], [0.07, -0.20, -0.19], [0.00, 0.01, 0.03], [-0.04, -0.05, -0.17], [0.00, 0.00, -0.01], [-0.01, -0.01, -0.01], [-0.08, 0.04, 0.11], [0.02, 0.13, 0.06], [-0.02, 0.00, 0.10], [0.05, 0.06, 0.06], [0.00, 0.00, 0.00], [-0.25, 0.09, 0.11], [0.06, -0.01, -0.06], [-0.14, -0.03, 0.14], [-0.02, 0.05, 0.06], [-0.01, -0.02, -0.01], [0.07, -0.09, -0.10], [0.13, 0.01, 0.01], [0.04, -0.02, -0.09], [0.08, 0.05, -0.03], [0.00, 0.00, 0.00], [0.08, 0.15, 0.07], [-0.01, -0.03, -0.01], [0.11, 0.05, 0.13], [-0.03, 0.00, 0.01], [0.00, 0.00, 0.00], [-0.07, -0.06, 0.00], [0.00, -0.07, -0.07], [-0.08, -0.02, -0.03], [-0.02, -0.02, -0.09], [0.00, 0.00, -0.01]],
  "mulliken_charge": [-1.190, -0.052, -0.163, -1.001, 0.451, 0.682, -0.504, -0.904, -0.076, -0.236, 0.357, -0.530, -0.245, -0.042, -0.617, 0.257, 0.323, 0.368, 0.096, 0.362, 0.323, 0.511, 0.344, 0.260, 0.402, 0.445, 0.134, 0.153, -0.993, 0.745, -0.978, -0.542, 0.317, 0.273, 0.358, 0.199, 0.355, 0.251, -1.213, 0.835, -0.913, -0.503, 0.318, 0.338, 0.341, 0.331, 0.371, 0.091, -1.091, 0.821, -1.047, -0.559, 0.306, 0.296, 0.326, 0.239, 0.464, 0.257, -0.763, 0.765, -1.047, -0.561, 0.326, 0.183, 0.221, 0.291, 0.291, 0.316, -0.611, 0.875, -1.137, -0.568, 0.285, -0.054, 0.352, 0.267, 0.350, 0.320, -1.141, 0.849, -1.129, -0.521, 0.298, 0.332, 0.339, 0.320, 0.373, 0.281]
}

{
  "formula": "C20H21F4NO12S",
  "method": "wB97M-V/def2-TZVPD",
  "smiles": "O=NOCC1=C(F)C(=O)C=C(S(=O)(=O)C(F)(F)F)C1=O.O=C1CCCO1.O=C1CCCO1.O=C1CCCO1",
  "e_homo_ha": -0.3710,
  "gap_ev": 7.99,
  "total_charge": 0,
  "species": ["O", "N", "O", "C", "C", "C", "F", "C", "O", "C", "C", "S", "O", "O", "C", "F", "F", "F", "C", "O", "H", "H", "H", "O", "C", "C", "C", "C", "O", "H", "H", "H", "H", "H", "H", "O", "C", "C", "C", "C", "O", "H", "H", "H", "H", "H", "H", "O", "C", "C", "C", "C", "O", "H", "H", "H", "H", "H", "H"],
  "xyz": [[3.73088, -2.20337, 1.21425], [3.24841, -1.73435, 0.27056], [3.81480, -0.46932, -0.02024], [3.09728, 0.13028, -1.07951], [2.12217, 1.16858, -0.60971], [2.22422, 1.93096, 0.47491], [3.25921, 1.86880, 1.28217], [1.15700, 2.91029, 0.84177], [1.38627, 3.96862, 1.38258], [-0.22170, 2.45067, 0.47751], [-0.33096, 1.70998, -0.60996], [-1.89623, 1.06330, -1.14573], [-2.90393, 1.52958, -0.23362], [-2.12195, 1.29504, -2.53211], [-1.66282, -0.76318, -0.86213], [-0.86147, -1.24132, -1.80723], [-2.81852, -1.39308, -0.84098], [-1.03481, -0.88590, 0.31322], [0.89496, 1.35432, -1.42752], [0.87132, 1.22031, -2.62632], [3.78871, 0.55263, -1.79708], [2.52946, -0.63060, -1.60648], [-1.08374, 2.68533, 1.08135], [-5.74140, -1.20685, 4.62687], [-5.68795, -0.97123, 3.45745], [-6.35422, -1.74300, 2.33379], [-5.61391, -1.23398, 1.09875], [-5.21726, 0.17421, 1.52352], [-5.01786, 0.08904, 2.94935], [-7.41327, -1.48248, 2.31511], [-6.23735, -2.81234, 2.48304], [-6.20498, -1.25436, 0.18452], [-4.72080, -1.83692, 0.93641], [-6.00962, 0.90089, 1.32829], [-4.29910, 0.52914, 1.05549], [-0.71896, -4.10815, -0.53482], [-1.31649, -4.44307, -1.51351], [-2.76424, -4.89038, -1.59435], [-2.82952, -5.54610, -2.97224], [-1.75922, -4.77786, -3.73545], [-0.76893, -4.43221, -2.75103], [-3.40496, -4.00949, -1.52941], [-2.99702, -5.58199, -0.79028], [-3.80912, -5.49865, -3.44356], [-2.54532, -6.59612, -2.89274], [-2.14366, -3.85539, -4.17629], [-1.28952, -5.37056, -4.51627], [5.83938, 2.28814, 0.00509], [6.18973, 3.30155, 0.53027], [6.02336, 3.68787, 1.98722], [6.28284, 5.19252, 1.96160], [7.23156, 5.32681, 0.77863], [6.84830, 4.28308, -0.13331], [6.76949, 3.15140, 2.57494], [5.02630, 3.43986, 2.33733], [6.69323, 5.59075, 2.88737], [5.35221, 5.72158, 1.75151], [8.27460, 5.17053, 1.06250], [7.14510, 6.28621, 0.27450]],
  "forces_ev_per_angstrom": [[0.14, 0.05, -0.02], [-0.24, -0.07, -0.04], [0.15, 0.07, 0.18], [-0.10, 0.00, -0.28], [-0.11, -0.02, 0.06], [0.02, -0.32, -0.22], [0.17, 0.38, 0.29], [0.07, 0.67, 0.56], [-0.15, -0.74, -0.15], [-0.09, -0.09, -0.13], [0.09, -0.54, -0.76], [-1.19, 1.22, -0.20], [0.47, -0.39, 0.38], [0.44, -0.39, -0.23], [1.11, 0.39, 0.30], [-0.38, -0.12, -0.02], [-0.03, -0.01, -0.11], [-0.35, -0.19, -0.05], [-0.03, 0.08, -0.12], [-0.01, -0.18, 0.46], [0.35, 0.14, 0.00], [-0.08, -0.23, -0.11], [-0.04, 0.32, 0.16], [0.14, 0.05, 0.10], [-0.30, -0.07, 0.06], [0.37, 0.06, -0.36], [-0.12, -0.07, 0.00], [0.10, 0.01, -0.14], [0.05, 0.01, -0.07], [-0.03, -0.05, 0.07], [-0.17, 0.00, 0.17], [-0.01, 0.07, 0.02], [0.05, 0.00, -0.01], [-0.03, -0.02, 0.04], [-0.19, -0.06, 0.26], [0.18, 0.05, 0.00], [-0.25, 0.16, 0.17], [0.08, -0.38, -0.40], [-0.11, 0.01, 0.09], [-0.11, -0.06, -0.12], [0.01, -0.04, -0.02], [0.01, 0.00, 0.09], [-0.02, 0.18, 0.17], [0.02, 0.06, -0.03], [0.01, 0.00, -0.02], [0.00, 0.01, 0.03], [0.15, 0.06, 0.04], [-0.06, -0.01, -0.30], [0.08, -0.19, 0.25], [-0.08, 0.50, -0.08], [-0.04, -0.07, 0.11], [0.02, 0.13, 0.10], [-0.04, 0.05, -0.01], [-0.04, -0.08, 0.00], [0.05, -0.22, 0.02], [0.06, -0.01, -0.03], [0.01, 0.01, -0.01], [-0.01, -0.03, 0.01], [0.01, -0.07, -0.14]],
  "mulliken_charge": [-0.353, 0.207, -0.199, -0.699, 0.472, 1.001, -0.302, -0.244, -0.525, 0.063, -0.218, 1.322, -0.733, -0.629, 0.745, -0.233, -0.187, -0.238, -0.284, -0.514, 0.309, 0.507, 0.610, -0.576, 0.489, -0.487, -0.278, 0.176, -0.340, 0.260, 0.306, 0.428, 0.047, 0.197, -0.142, -0.600, 0.557, -0.205, -0.515, -0.400, -0.355, 0.068, 0.329, 0.335, 0.259, 0.247, 0.315, -0.553, 0.488, -0.211, -0.537, -0.435, -0.366, 0.301, 0.156, 0.330, 0.255, 0.251, 0.325]
}

{
  "formula": "C4H10N2",
  "method": "wB97M-V/def2-TZVPD",
  "smiles": "C=CN.C=NC",
  "e_homo_ha": -0.3066,
  "relative_energy_ev": 3.697,
  "gap_ev": 9.18,
  "total_charge": 0,
  "species": ["C", "C", "N", "H", "H", "H", "H", "H", "C", "N", "C", "H", "H", "H", "H", "H"],
  "xyz": [[0.81258, 2.01823, -2.02628], [0.82096, 1.43601, -0.81658], [1.85237, 0.61195, -0.43555], [1.37190, 1.53011, -2.86603], [0.48646, 3.10624, -2.06045], [0.00346, 1.68805, -0.09271], [2.78757, 1.05214, -0.60301], [1.87209, 0.55801, 0.57881], [0.03098, -1.83849, 0.85579], [-0.91512, -1.83318, 1.72670], [-2.27811, -1.30892, 1.28587], [1.08450, -1.56687, 1.14311], [-0.21904, -2.08234, -0.22004], [-2.01693, -0.74831, 0.40811], [-3.09782, -2.04749, 1.07040], [-2.59586, -0.57513, 2.05186]],
  "forces_ev_per_angstrom": [[0.15, 0.94, -0.41], [-0.92, 1.74, -0.49], [1.85, -0.46, 1.42], [-0.06, 1.03, 0.93], [-0.50, -1.91, -0.62], [1.18, -0.08, -0.25], [-1.36, -0.63, -0.51], [-0.34, -0.59, -0.06], [-1.42, -0.34, 0.17], [0.59, 1.66, -0.16], [0.76, -1.16, 0.07], [-0.93, -1.29, -0.16], [0.55, 0.98, 0.66], [-0.65, 0.31, -0.73], [0.96, 0.49, 0.39], [0.12, -0.70, -0.27]],
  "mulliken_charge": [-0.720, 0.041, -0.605, 0.272, 0.218, 0.245, 0.287, 0.270, -0.394, -0.370, -0.638, 0.277, 0.333, 0.278, 0.253, 0.254]
}